14
Properties=species:S:1:pos:R:3:lowdin_charge:R:1 method="wB97M-V/def2-TZVPD" homo_ev=-9.778 charge=0 e_lumo_ev=0.3 de_lowest_ev=2.4793
N 0.37 0.33 0.72 0.02
H -1.37 -0.21 1.69 0.11
N 1.38 -1.10 -0.83 0.16
H -1.40 -0.09 -1.39 0.07
H -0.70 -1.43 0.60 0.11
N 2.93 0.69 0.44 0.13
H 0.40 1.28 1.04 0.13
H -2.81 -0.41 -0.34 0.07
C -0.91 -0.36 0.71 -0.24
C -1.85 0.11 -0.40 -0.09
H 2.26 -1.21 -1.32 0.07
C 2.39 1.27 -0.46 -0.07
H -2.03 1.19 -0.32 0.07
C 1.35 -0.05 -0.14 -0.55